Molecular formula: C23H32N4O5S
Method: DFT, ωB97M-V/def2-TZVPD

Last column: natural (NBO) charge in e.
Atoms and positions in Å:
S  -1.43  -0.66  -1.71  2.3609
O  -0.79  -0.41  -2.97  -0.9571
O  0.72  -4.17  3.47  -0.5218
O  -0.21  2.18  -5.72  -0.5259
O  1.76  1.38  -1.49  -0.6405
O  -2.77  -1.17  -1.74  -0.9511
N  1.16  -3.06  1.02  -0.4339
N  -0.51  -1.76  -0.88  -0.6655
N  -1.89  2.39  0.74  -0.3214
N  0.50  2.46  -3.02  -0.4230
C  1.49  -3.03  3.43  0.3355
C  -1.01  -2.09  0.43  -0.2598
C  -0.08  4.10  0.34  -0.6487
C  3.12  -0.78  3.21  -0.2206
C  0.96  1.56  -5.22  -0.0828
C  0.69  1.86  -1.83  0.6914
C  1.52  2.37  -4.04  -0.2554
C  -0.74  3.01  -3.50  -0.2435
C  2.88  -1.34  4.45  -0.2291
C  0.92  -1.49  -0.88  -0.2563
C  2.06  -2.46  4.55  -0.3011
C  -0.47  1.87  -0.89  -0.1789
C  -0.78  2.82  0.05  0.1703
C  -2.30  1.19  0.24  0.2127
C  -3.51  0.49  0.74  -0.6707
C  1.65  -2.70  -0.30  -0.2218
C  -2.55  3.11  1.79  -0.4061
C  -1.21  2.21  -4.73  -0.0922
C  -0.26  -3.32  0.96  -0.2096
C  0.61  -4.86  4.69  -0.2490
C  1.70  -2.45  2.15  0.0992
C  -1.43  0.84  -0.77  -0.4487
C  2.53  -1.33  2.08  -0.2476
H  2.39  1.87  -3.61  0.2469
H  1.21  -1.31  -1.92  0.2392
H  -3.44  3.63  1.41  0.2062
H  -1.87  3.85  2.22  0.2215
H  -0.42  -4.16  0.27  0.1988
H  0.29  4.12  1.37  0.2219
H  -3.35  0.09  1.74  0.2194
H  1.90  -2.90  5.52  0.2144
H  2.72  -2.51  -0.26  0.2189
H  2.73  -0.86  1.13  0.2201
H  -0.63  -3.59  1.94  0.2339
H  0.72  0.54  -4.88  0.1870
H  1.14  -0.59  -0.30  0.2067
H  -1.46  1.19  -4.41  0.2022
H  0.08  -4.28  5.44  0.1723
H  1.79  3.38  -4.38  0.1931
H  -4.36  1.16  0.77  0.2205
H  -3.73  -0.33  0.06  0.2730
H  0.04  -5.76  4.46  0.1994
H  0.77  4.20  -0.33  0.2430
H  -2.07  -2.30  0.33  0.2311
H  -2.86  2.42  2.58  0.2170
H  -0.74  4.95  0.20  0.2175
H  1.67  1.53  -6.04  0.1929
H  1.47  -3.56  -0.95  0.2034
H  -0.87  -1.25  1.13  0.1811
H  -1.50  2.97  -2.72  0.2255
H  -0.57  4.05  -3.80  0.1925
H  3.75  0.08  3.12  0.2131
H  1.59  -5.15  5.08  0.1790
H  3.32  -0.92  5.34  0.2110
H  -2.08  2.68  -5.18  0.1898

## Properties
Maximum force in eV/A: 1.024
Energy above the lowest of the compared OMol25 structures with the same formula, charge and spin in kJ/mol: 251.2
Highest occupied orbital energy in hartree: -0.278
Spin multiplicity: 1
SMILES: COc1ccccc1N1CCN(S(=O)(=O)c2c(C(=O)N3CCOCC3)c(C)n(C)c2C)CC1